1.
This record from the OMol25 dataset describes a molecular structure, C29H37Cl4F3O3 at a distorted geometry. The level of theory is ωB97M-V/def2-TZVPD.

```
76
C29H37Cl4F3O3 (ωB97M-V/def2-TZVPD)
H 0.21 -0.92 -2.84
H -0.19 0.67 -4.65
H -0.45 1.36 3.36
H 0.50 1.29 0.72
C -2.80 -0.54 1.85
H -0.02 1.49 -0.88
Cl 2.11 1.85 -0.97
H -0.75 2.15 0.11
C -3.93 -0.03 2.49
H 2.03 -1.71 -7.31
C 0.43 -0.21 -4.81
H -1.82 -1.64 3.34
H 1.04 3.96 -1.63
H -0.92 0.52 0.38
C 1.96 3.65 -1.12
C 0.06 4.76 2.13
H 4.10 -1.84 -0.57
C -0.92 -2.19 3.10
F 1.73 -3.17 -3.25
H -0.87 4.98 2.66
Cl 3.26 4.28 -2.19
H 2.03 -4.25 1.87
H 2.05 4.08 -0.12
C 1.16 -3.67 2.14
C -1.51 -0.10 2.28
H 0.68 -0.61 3.33
O -1.82 2.14 -1.77
C -0.69 2.62 1.08
C -0.12 -4.30 2.16
F 2.62 -1.82 2.60
H 1.87 -0.69 1.14
C -1.16 -3.49 2.74
C -2.94 0.96 -0.06
C 0.04 0.73 -0.09
H -4.57 1.55 3.96
C 0.62 -0.59 -0.56
H -2.48 2.41 4.41
O -0.08 4.52 -0.24
H 0.88 -2.14 0.76
C 1.47 -2.24 -4.10
H 5.41 -1.48 0.37
H -2.75 1.96 0.33
Cl 6.00 -2.70 -1.48
H -0.60 -0.39 1.79
H 0.74 0.20 -6.89
H -1.28 0.01 -3.03
C -1.91 -0.21 -2.17
Cl 4.35 -3.70 0.89
C 0.63 -1.16 -3.80
C -0.11 4.00 0.89
C 0.35 -1.59 3.01
H -2.10 -4.02 2.81
H 2.35 -1.85 -0.12
H 0.50 5.73 1.88
C 2.02 -2.41 -5.32
C 1.69 -1.57 -6.30
H -2.87 -0.56 -2.55
C -1.44 1.04 3.09
H -1.66 2.87 1.53
C 1.51 -1.35 0.35
C -3.81 1.06 3.37
C -2.24 1.05 -1.42
H 0.77 4.20 2.73
H -4.94 -0.34 2.25
H -2.46 0.11 0.43
C -2.56 1.59 3.71
F -2.94 -1.48 0.99
C 0.88 -0.49 -6.07
H -0.13 -5.35 1.89
H 0.04 2.14 1.74
C 4.99 -2.33 -0.17
H 2.62 -3.29 -5.50
H -1.45 -0.90 -1.45
O 0.19 -1.03 -1.60
H -4.01 0.82 -0.19
C 1.42 -2.36 2.54
```

Properties
E_HOMO: -8.36 eV
E_tot: -3492.78547 a.u.
spin multiplicity: 1
Kohn-Sham gap: 8.4 eV

2.
This record from the OMol25 dataset describes a molecular structure, C29H37F3N7O3S2Ti at a distorted geometry. The level of theory is ωB97M-V/def2-TZVPD.

```
82
C29H37F3N7O3S2Ti (ωB97M-V/def2-TZVPD)
O -1.71 0.66 -1.06
S 3.16 0.50 1.81
C -1.86 -2.54 -1.96
C 0.17 -3.83 -2.19
F 0.98 -5.83 3.66
H -1.82 -4.63 1.66
H 3.48 1.77 -2.54
C -1.97 -4.90 -2.41
F 1.40 -6.55 1.66
C -1.22 2.30 4.44
H -4.88 3.38 -2.02
H 1.47 2.61 3.69
C 7.05 -0.09 -4.48
H 0.41 3.91 3.10
H -0.09 -5.90 -2.63
H -2.02 3.02 4.27
H -2.35 -1.58 -1.85
C 0.51 -5.89 2.41
C 0.31 -4.49 1.86
H 2.08 -1.74 1.00
O -2.64 -0.07 1.25
H 7.61 -0.98 -4.74
C -2.75 1.32 -0.71
N 3.29 -0.19 -2.68
C -2.61 -3.68 -2.20
H 5.01 1.80 1.02
C -2.48 2.73 -2.64
C 5.65 2.22 -3.81
S 1.36 1.14 -1.20
H 1.07 2.70 1.97
H -3.69 -3.62 -2.25
C 5.84 -0.21 -3.84
N -3.19 2.31 -1.43
H -2.93 0.97 3.04
N 1.46 -1.37 -2.16
C 1.24 -2.40 1.18
H 5.42 -1.17 -3.59
N 0.25 -1.42 -1.67
H -3.77 1.69 1.16
H 1.25 -3.87 -2.21
C 1.42 -3.67 1.68
C 2.10 -0.24 -2.06
C 7.57 1.16 -4.78
C -0.87 1.13 2.34
H -5.12 2.43 -0.56
H 4.38 0.35 3.89
H -2.02 -2.32 0.80
C -3.47 0.85 0.54
O -0.21 0.86 1.28
N -0.49 2.03 3.20
N 0.01 -1.92 0.88
H 2.42 -4.02 1.93
H 5.38 -0.12 2.49
C -0.95 -4.01 1.55
C 5.14 0.96 -3.50
H -3.01 2.36 -3.52
C -2.18 0.37 2.52
C 4.40 -0.19 2.95
C 6.86 2.32 -4.46
H -2.56 -5.79 -2.60
H -1.64 1.39 4.88
Ti -0.32 -0.24 -0.27
H -4.17 3.94 -0.51
C 0.69 2.86 2.97
H 4.15 -1.24 3.12
H 7.26 3.28 -4.72
F -0.64 -6.57 2.41
C -0.59 -4.96 -2.42
H -1.98 -0.53 3.10
C -4.41 3.05 -1.10
H -0.53 2.73 5.16
H 5.09 3.12 -3.56
H 8.53 1.25 -5.27
C 4.02 2.05 1.39
N 3.90 0.88 -2.85
C -0.47 -2.61 -1.94
H 4.09 2.68 2.27
H 3.44 2.54 0.62
H -2.46 3.82 -2.68
H -4.37 0.30 0.24
C -1.05 -2.72 1.06
H -1.47 2.34 -2.64
```

Properties
E_HOMO (alpha / beta): -15.37 / -15.37 eV
E_tot: -3680.88841 a.u.
spin multiplicity: 1
total charge: +3
energy above the lowest of the compared OMol25 structures with the same formula, charge and spin: 22.7 kcal/mol
Kohn-Sham gap (alpha / beta): 5.6 / 5.6 eV

3.
This record from the OMol25 dataset describes a molecular structure, C29H37N8O3PSV. The level of theory is ωB97M-V/def2-TZVPD.

```
80
C29H37N8O3PSV (ωB97M-V/def2-TZVPD)
C -2.64 0.17 2.74
N -3.30 1.99 -1.73
H 6.21 -0.33 6.25
C 4.94 -0.48 4.54
C 2.76 -1.43 4.92
H 6.11 0.43 -2.45
H -3.33 -0.60 3.01
H -2.79 2.79 -3.60
C -0.56 -4.00 1.00
C -1.44 -3.78 2.05
H -0.51 2.94 -3.16
N 4.21 -0.17 1.82
C -1.02 -1.44 1.86
H -4.04 0.57 -4.11
H -0.37 -4.99 0.61
H 5.62 0.21 -4.86
C 4.12 -0.05 -1.82
H 3.33 -0.43 -5.58
H 0.72 1.69 -2.91
N -1.38 -0.11 2.20
C -0.78 1.08 1.88
H -1.75 -0.43 -4.45
H 5.66 -0.04 3.85
N -1.63 2.05 2.26
C 4.31 -1.19 6.74
H -2.21 4.01 2.52
H -3.60 2.10 3.13
N -1.24 0.96 -2.96
C 3.55 -0.31 -4.53
H -0.15 0.30 -4.61
C -1.18 0.49 -4.33
H 1.56 -0.82 -3.89
C 0.09 -2.91 0.49
C 3.69 -0.88 4.06
P -2.41 0.59 -1.86
C 3.35 -0.71 2.63
H 2.34 -2.03 6.94
C -2.78 1.50 2.79
N -0.11 -1.65 0.92
H -2.35 -2.32 3.31
H -1.58 1.24 -5.04
H 5.52 0.24 -0.16
H -4.53 2.79 -3.26
H -0.45 3.75 2.56
C -3.52 -1.88 -1.84
C 5.24 -0.64 5.88
H 1.80 -1.74 4.54
V 1.62 -0.54 0.47
C -4.27 2.10 -0.65
H -2.72 -2.04 -1.13
H -3.47 3.95 -2.46
S 0.73 1.50 1.21
H -4.27 3.12 -0.25
C 5.12 0.17 -2.78
H -1.32 3.69 1.01
C 3.07 -1.59 6.27
C -1.38 3.47 2.08
H -4.42 -1.14 -4.24
H -5.29 1.89 -1.00
H -3.54 -2.70 -2.55
H -5.30 -0.13 -3.08
H -0.29 2.20 -1.56
O -1.92 0.18 -0.51
N -3.30 -0.62 -2.54
C 2.82 -0.40 -2.24
O 2.18 -1.15 2.22
N 3.65 -0.15 0.54
C 4.84 0.04 -4.13
C -0.28 2.01 -2.63
H -1.94 -4.61 2.54
C -4.32 -0.31 -3.54
H -4.02 1.41 0.15
C 4.48 0.05 -0.43
C -3.54 2.92 -2.82
C 2.56 -0.53 -3.60
H 0.82 -3.01 -0.31
O 1.83 -0.60 -1.36
H 4.55 -1.32 7.79
C -1.68 -2.50 2.49
H -4.47 -1.87 -1.29
```

Properties
E_HOMO (alpha / beta): -10.32 / -10.39 eV
E_tot: -3474.58519 a.u.
spin multiplicity: 3
total charge: +1
energy above the lowest of the compared OMol25 structures with the same formula, charge and spin: 38.9 kcal/mol
Kohn-Sham gap (alpha / beta): 7.5 / 7.6 eV

4.
This record from the OMol25 dataset describes 5 unconnected molecules or ions with the total composition C29H38BClF4N5O5S at a distorted geometry. The level of theory is ωB97M-V/def2-TZVPD.

```
84
C29H38BClF4N5O5S (ωB97M-V/def2-TZVPD)
C 4.08 -3.92 2.29
F 1.55 2.66 -0.96
C 5.09 -3.19 1.68
H 2.88 -7.76 1.12
H 3.28 2.03 4.25
C -7.49 1.11 -4.53
H 1.38 -0.18 3.57
H 7.30 -5.73 1.45
N 4.18 -5.22 2.59
H 2.75 -5.30 0.81
H -0.01 1.35 0.48
C -2.43 3.61 2.33
H -5.42 1.27 -5.06
H 0.02 -0.85 -0.46
H 3.58 0.72 2.23
H 0.50 -8.16 -2.42
C -3.98 3.21 -1.79
O -3.19 6.07 2.64
C 2.40 2.76 0.08
H 0.69 3.58 2.33
F 3.19 4.92 -0.20
O 0.90 -1.24 -0.50
C 2.35 4.23 0.58
C 2.27 -5.97 0.11
H -7.43 1.78 -3.68
H 1.35 4.64 0.42
H -7.91 -1.26 -7.46
H 1.72 2.59 3.79
N -4.11 2.38 -2.81
H -2.71 4.49 -0.59
C -2.78 3.82 -1.44
C -1.78 2.66 -3.27
H -0.93 2.42 -3.89
H 1.72 -9.23 -0.53
H -5.66 -0.29 -7.00
H 3.14 -3.46 2.55
C 1.01 -7.56 -1.68
C 6.39 -5.19 1.68
H -3.20 3.54 3.08
H -1.62 1.68 2.60
H 5.37 -6.88 2.54
H -0.70 3.99 -1.96
H 1.11 0.75 5.00
H -9.59 0.70 -4.29
C -8.69 0.51 -4.87
C -0.02 2.94 1.83
C -6.37 0.82 -5.29
H -2.86 3.26 1.39
O 2.39 0.50 0.26
H -4.88 3.40 -1.22
C -1.65 3.53 -2.20
C 1.69 -8.15 -0.63
N 2.01 1.61 1.06
H 0.49 -5.68 -2.58
H 4.95 -2.14 1.46
N -8.84 -0.32 -5.90
B 1.78 -0.78 0.44
C -6.51 -0.04 -6.37
F 2.70 4.39 1.87
H 3.72 2.40 2.10
H 2.68 -0.05 4.80
S -2.06 5.36 2.17
H 1.37 -1.85 1.96
H -3.16 1.44 -4.37
C 1.01 -6.18 -1.77
C 2.33 -7.34 0.29
N 1.62 -5.38 -0.90
Cl -0.49 5.80 3.38
C -3.02 2.12 -3.53
C 1.88 0.47 4.28
O -1.71 5.58 0.79
C -1.27 2.70 2.70
H 0.33 0.89 2.15
C 6.27 -3.84 1.37
H -0.99 2.80 3.75
C 2.41 1.77 3.65
H 7.09 -3.31 0.90
F 3.63 2.49 -0.38
C 2.98 1.62 2.24
C 5.32 -5.82 2.28
C -7.76 -0.58 -6.63
O 2.16 -1.57 1.48
C 0.57 1.60 1.36
H -0.37 3.48 0.95
```

Properties
E_HOMO: -10.82 eV
E_tot: -3060.25427 a.u.
spin multiplicity: 1
total charge: +1
Kohn-Sham gap: 7.8 eV

5.
This record from the OMol25 dataset describes a molecular structure, C29H38BrMgNO2Si at a distorted geometry. The level of theory is ωB97M-V/def2-TZVPD.

```
73
C29H38BrMgNO2Si (ωB97M-V/def2-TZVPD)
H -2.14 -3.27 1.23
O 1.72 0.55 -0.12
H 2.78 2.89 -6.21
H 1.00 -1.94 3.61
H 0.82 5.12 -3.81
H -3.11 -0.34 5.49
C 2.74 -2.48 0.63
H -1.14 2.20 -5.69
C -0.01 0.99 1.51
H -0.08 4.49 -5.08
H -2.02 -2.63 3.34
C 2.84 2.89 -2.76
C -0.90 1.22 -3.80
C 0.65 -1.12 2.94
C -2.99 0.12 -0.48
H -0.66 -2.86 4.45
C -2.91 -0.58 -4.98
H -2.83 0.84 -6.61
Mg 0.63 1.26 -1.41
C 2.83 -1.47 1.76
H -0.95 -0.74 6.76
C -2.35 -0.79 -3.73
C -0.41 -0.61 5.78
C -0.80 0.65 2.60
C -2.62 -0.01 4.60
H 2.56 -2.87 3.35
H 0.15 0.36 5.75
H 3.68 -2.98 0.42
Br -0.46 2.61 0.60
H -3.07 1.15 -0.89
C -2.40 -2.32 0.75
C 0.95 4.50 -4.67
H 3.23 1.42 -5.30
H -3.36 -0.25 3.75
C -2.46 0.57 -5.60
H 0.38 -1.30 5.73
C -1.93 -0.62 -0.89
C 3.22 -2.10 3.04
H 1.65 1.41 -6.07
H -4.71 0.20 0.81
H 2.05 -3.27 0.88
H 2.47 -2.09 -0.38
N 0.27 1.88 -3.29
C 1.08 0.26 1.02
H 3.81 0.02 0.55
H -1.53 1.38 2.89
C 2.33 2.07 -5.55
H -3.66 -1.28 -5.29
H 3.34 1.93 -2.74
C 1.46 -0.77 1.87
H -0.75 -2.41 -0.53
H 4.96 -0.78 1.50
C -1.60 -2.37 4.39
H -2.27 -2.75 5.17
H 3.62 3.55 -3.13
H 3.34 -1.41 3.83
H -2.45 1.09 4.66
H 4.18 -2.62 2.98
H -2.60 -1.72 -3.21
H 2.47 3.13 -1.74
H 1.61 5.01 -5.39
C -3.87 -0.42 0.50
C -1.33 -0.89 4.55
O -0.98 -0.11 -1.79
Si 1.51 2.84 -4.07
C -1.45 0.12 -3.13
H 3.98 0.37 2.27
H -4.27 -2.00 1.82
C -3.57 -1.63 1.06
C -1.62 -1.83 -0.28
C -1.45 1.39 -5.06
C -0.52 -0.45 3.33
C 3.94 -0.40 1.50
```

Properties
E_HOMO (alpha / beta): -7.63 / -7.63 eV
E_tot: -4396.79368 a.u.
spin multiplicity: 1
energy above the lowest of the compared OMol25 structures with the same formula, charge and spin: 35.3 kcal/mol
Kohn-Sham gap (alpha / beta): 8.1 / 8.1 eV

6.
This record from the OMol25 dataset describes a molecular structure, C29H38CdN4O2P2 at a distorted geometry. The level of theory is ωB97M-V/def2-TZVPD.

```
76
C29H38CdN4O2P2 (ωB97M-V/def2-TZVPD)
C 2.50 -2.49 -5.48
H 0.79 2.81 2.36
H -2.22 0.30 3.82
H 0.66 0.77 -4.31
H -6.27 -0.93 -4.79
C -3.91 -2.38 -2.96
N -1.95 0.98 -2.52
H -0.28 1.39 9.74
C 1.11 2.71 3.40
C 2.29 -3.81 -3.66
C 2.76 -4.60 -4.69
C -0.30 0.90 8.76
O -1.65 -0.64 7.49
N -3.37 -1.10 -3.20
H 1.94 -2.91 6.12
C 2.90 -3.77 -5.85
C 1.52 0.24 3.01
H 1.67 -1.17 5.74
H -0.55 3.98 3.91
C -5.14 -2.46 -3.57
C -2.13 3.22 -2.77
C 0.49 -0.31 -4.47
H -1.70 2.03 5.40
H 1.85 3.50 3.60
H 2.58 1.42 4.40
H 0.56 0.23 8.69
C -2.18 2.00 -3.44
C -5.39 -1.20 -4.22
N 2.12 -2.50 -4.13
H 1.95 -1.69 7.43
H -0.17 1.69 8.01
H -1.77 3.65 -0.60
P 1.36 -1.24 -3.10
O -2.53 0.37 9.31
H -1.64 0.37 1.60
C 4.27 1.24 -2.15
H -2.28 4.19 -3.22
H 0.26 3.32 5.32
H 0.73 0.12 0.98
C 4.51 1.16 -3.56
H 3.43 -0.06 -5.11
H -0.69 1.84 1.70
H -1.55 0.12 -5.08
C 3.22 0.39 -1.86
H 3.24 -4.07 -6.82
C -4.29 -0.39 -3.99
H 2.45 -1.59 -6.07
C -1.87 2.93 -1.39
C 1.78 1.39 3.65
C -0.11 3.05 4.31
C -0.87 0.88 2.19
H 2.05 -4.03 -2.63
C 0.41 0.00 2.03
H 5.27 1.69 -4.12
H -3.33 -3.09 -2.39
H 2.71 0.14 -0.94
H 2.99 -5.66 -4.63
H -4.08 0.62 -4.32
Cd -0.57 -2.36 6.74
P -1.70 -0.76 -2.74
H 4.80 1.86 -1.45
C -1.44 1.04 3.56
C 1.50 -1.97 6.47
C 3.59 0.26 -4.09
C -1.01 -0.63 -4.48
H -1.55 0.92 -0.42
H 0.13 -1.06 2.14
C -1.15 1.99 4.45
H -2.34 1.80 -4.49
N 2.80 -0.23 -3.05
C -1.75 1.56 -1.27
H 2.22 -0.60 3.10
H -1.20 -1.62 -4.94
C -1.60 0.17 8.55
H -5.80 -3.32 -3.56
H 0.92 -0.58 -5.45
```

Properties
E_HOMO: -8.50 eV
E_tot: -2347.66520 a.u.
spin multiplicity: 1
energy above the lowest of the compared OMol25 structures with the same formula, charge and spin: 0.0 kcal/mol
Kohn-Sham gap: 6.9 eV